Here is the ion C28H33O2Si with charge +1 at a distorted geometry from the OMol25 dataset. Energies are from ωB97M-V with the def2-TZVPD basis set.

For the HOMO energy, the calculation gives -0.3996 hartree. The value obtained for the LUMO energy is -4.1 eV. The value obtained for the frontier orbital gap is 6.759 eV. As for the electronic energy: -41536.97425 eV. For the energy above the lowest of the compared OMol25 structures with the same formula, charge and spin, the calculation gives 2.039 eV.

```
! wB97M-V def2-TZVPD RIJCOSX def2/J DEFGRID3
* xyz 1 1
Si 2.1857 0.4016 2.1592
O 0.9294 -0.4696 2.9742
O -0.9593 -1.6688 2.5908
C -3.7434 0.7944 2.8288
C -1.6994 -0.5914 3.3411
C 3.2700 -0.8412 1.3247
C 0.4972 -5.5829 3.2136
C 2.8608 1.4611 3.5447
C 1.4885 -4.3119 2.9348
C -0.6371 -5.8967 2.4883
C -2.5638 0.0369 2.2887
C 2.7020 -3.7707 -1.0513
C -1.5662 -6.7628 4.5654
C 4.7158 -4.9888 5.0387
C 0.6523 -5.9210 4.5810
C 3.5592 -4.4426 -0.1788
C 1.1659 1.4899 1.0447
C 0.9031 -2.9446 3.3914
C -4.5640 1.5648 1.7957
C 1.8948 -4.1874 1.4933
C 3.1029 -4.7090 1.0967
C -1.7214 -6.4744 3.1772
C 1.9671 -5.4465 5.0341
C 4.1672 -5.8002 6.0342
C 3.9102 -4.3730 4.0661
C 2.7786 -6.0388 6.0299
C -0.3470 -6.6262 5.2420
C 2.5457 -4.6704 4.0255
C 1.0295 -3.4909 0.6497
C 0.3292 -1.6980 2.8656
C 1.3940 -3.4096 -0.6769
H 2.2946 -6.8385 6.6081
H 4.7762 -6.4022 6.7267
H 2.9590 -3.7235 -2.1111
H 2.0678 2.1500 3.9000
H 0.7983 2.3482 1.6321
H 3.7157 -5.2039 1.8677
H -4.3708 0.0409 3.2999
H -4.0605 2.4601 1.4136
H 4.3698 -3.5547 3.4636
H -0.0173 -3.5078 3.7984
H 2.8723 -1.1318 0.3404
H 3.4218 -1.7781 1.8863
H -2.2182 -1.1315 4.1336
H 1.7879 -2.6804 4.0374
H 4.2789 -0.4345 1.1457
H 5.8162 -4.8794 5.0341
H -0.7426 -5.4741 1.4844
H 4.5533 -4.8351 -0.4282
H 0.6947 -3.1120 -1.4467
H -2.6582 -6.6240 2.6144
H 0.2886 0.9685 0.6400
H -4.8543 0.9577 0.9392
H -0.1634 -7.0766 6.2138
H -5.4948 1.9314 2.2586
H 3.7133 2.0566 3.1721
H -3.3843 1.5052 3.5703
H -0.9756 0.1212 3.7603
H -2.8635 -0.7916 1.6225
H -1.8942 0.7316 1.7542
H 1.8037 1.8431 0.2225
H -2.4196 -7.2447 5.0414
H 3.1969 0.8826 4.4147
H 0.1052 -2.9935 1.0379
*
```